(1)
Molecular formula: C2H4O2S
Method: DFT, ωB97M-V/def2-TZVPD

Results
Total energy   -17067.8538 eV
LUMO   0.01225 Ha
E_HOMO   -9.07 eV
SMILES   OCC(O)=S
Frontier orbital gap   0.345 hartree
Energy above the lowest of the compared OMol25 structures with the same formula, charge and spin   32.7 kcal/mol

Structure (XYZ):
```
9
C2H4O2S | OMol25 | ωB97M-V/def2-TZVPD
C -0.418 0.242 0.608
C -0.383 -0.608 -0.654
H 1.050 1.230 -0.160
H -0.678 -0.202 1.517
H -1.191 1.017 0.463
H 1.340 -0.616 -0.022
O 0.933 0.775 0.724
O 0.904 -0.943 -0.791
S -1.557 -0.895 -1.686
```

Here are the Mulliken charges for atoms 1 to 2, given in e: -0.26 0.37

=====

(2)
Molecular formula: C24H35B2MoN13OS3
Method: DFT, ωB97M-V/def2-TZVPD

Results
Total energy   -82582.6053 eV
Charge   +2
<S²>   2.305
LUMO (spin up / spin down)   -0.27322 / -0.22370 Ha
E_HOMO (spin up / spin down)   -13.24 / -13.29 eV
2S+1   3
Frontier orbital gap (spin up / spin down)   0.213 / 0.265 hartree

Structure (XYZ):
```
79
C24H35B2MoN13OS3 | OMol25 | ωB97M-V/def2-TZVPD
Mo 0.418 -0.155 0.627
C -3.721 0.176 1.674
C -2.502 0.742 1.325
N -1.579 -0.223 1.195
N -2.197 -1.416 1.420
C -3.482 -1.188 1.717
B -1.447 -2.754 1.182
N -0.908 -2.730 -0.275
C -1.044 -3.625 -1.260
C -0.366 -3.166 -2.378
C 0.181 -1.953 -1.982
N -0.144 -1.698 -0.705
N -0.221 -2.761 2.128
C 0.114 -3.582 3.126
C 1.262 -3.093 3.735
C 1.558 -1.929 3.041
N 0.664 -1.736 2.061
H -4.651 0.690 1.853
H -2.259 1.773 1.112
H -4.148 -2.008 1.945
H -2.160 -3.696 1.365
H -1.622 -4.527 -1.117
H -0.283 -3.647 -3.339
H 0.767 -1.248 -2.553
H -0.477 -4.458 3.347
H 1.790 -3.522 4.570
H 2.348 -1.215 3.212
C -0.344 0.618 5.042
N -0.772 1.757 4.237
C -1.838 2.586 4.515
C -1.912 3.471 3.498
N -0.902 3.186 2.598
B -0.884 3.907 1.187
N 0.556 3.897 0.546
C 1.425 4.948 0.712
C 2.518 4.731 -0.058
N 2.302 3.546 -0.718
C 3.233 2.978 -1.699
C 1.107 3.051 -0.323
S 0.515 1.529 -0.950
C -0.220 2.137 3.064
S 1.210 1.395 2.412
H -0.964 0.572 5.931
H 0.698 0.729 5.333
H -0.455 -0.305 4.475
H -2.432 2.482 5.409
H -2.599 4.285 3.328
H -1.174 5.057 1.380
H -1.642 3.335 0.455
H 1.186 5.776 1.359
H 3.412 5.317 -0.196
H 4.242 3.018 -1.298
H 3.196 3.554 -2.622
H 2.969 1.950 -1.912
C 4.107 -0.091 1.052
S 2.859 -0.723 -0.099
C 3.111 -2.503 0.066
H 4.255 -0.804 1.861
H 3.761 0.862 1.452
H 5.036 0.048 0.505
H 4.169 -2.709 -0.084
H 2.537 -2.989 -0.719
H 2.787 -2.850 1.044
C -2.396 3.122 -4.232
N -2.858 1.818 -3.744
C -3.649 1.026 -4.505
C -4.062 -0.181 -4.070
C -3.611 -0.579 -2.783
N -2.841 0.188 -2.022
C -2.487 1.415 -2.455
O -1.805 2.213 -1.779
N -3.939 -1.791 -2.299
H -2.975 3.399 -5.108
H -1.341 3.076 -4.494
H -2.524 3.866 -3.455
H -3.931 1.414 -5.475
H -4.709 -0.805 -4.670
H -4.614 -2.363 -2.770
H -3.716 -1.997 -1.340
```

Here are the Mulliken charges for atoms 1 to 2, given in e: -0.42 -1.75

=====

(3)
Molecular formula: C5H13NO2
Method: DFT, ωB97M-V/def2-TZVPD

Results
Total energy   -10978.9186 eV
LUMO   0.02626 Ha
E_HOMO   -7.32 eV
SMILES   C/C=C/C=C/N.O.O
Frontier orbital gap   0.295 hartree
Energy above the lowest of the compared OMol25 structures with the same formula, charge and spin   68.3 kcal/mol

Structure (XYZ):
```
21
C5H13NO2 | OMol25 | ωB97M-V/def2-TZVPD
N 0.295 -2.371 -1.442
C -0.143 -1.587 -0.332
C -0.859 -0.387 -0.400
C -1.130 0.232 0.900
C -2.052 1.309 0.959
C -2.211 1.994 2.245
H 0.328 -3.389 -1.220
H -0.372 -2.372 -2.202
H 0.236 -1.910 0.612
H -1.286 0.067 -1.274
H -0.569 -0.130 1.690
H -2.684 1.640 0.129
H -1.780 2.911 2.297
H -3.344 1.971 2.576
H -1.607 1.484 3.114
H 2.342 -1.526 -1.063
H 3.356 -0.987 -2.150
O 2.824 -0.778 -1.403
H 2.114 0.756 -0.461
H 2.612 2.103 -0.357
O 1.795 1.604 -0.075
```

Here are the Mulliken charges for atoms 1 to 2, given in e: -0.54 -0.37

=====

(4)
Molecular formula: C3H7NOS
Method: DFT, ωB97M-V/def2-TZVPD

Results
Total energy   -17597.1168 eV
LUMO   0.02196 Ha
E_HOMO   -9.27 eV
SMILES   C[C@@H](N)C(=O)S
Frontier orbital gap   0.363 hartree
Energy above the lowest of the compared OMol25 structures with the same formula, charge and spin   18.7 kcal/mol

Structure (XYZ):
```
13
C3H7NOS | OMol25 | ωB97M-V/def2-TZVPD
C 0.013 0.522 1.303
C -0.581 0.138 -0.031
C -0.300 -1.373 -0.359
H -0.236 1.577 1.444
H -0.381 -0.080 2.103
H 1.106 0.413 1.284
H -1.665 0.212 0.043
H -0.653 0.987 -1.962
H 0.832 1.094 -1.262
H 1.865 -0.711 -0.283
N -0.149 1.117 -1.040
O -1.182 -2.150 -0.279
S 1.331 -1.745 -0.962
```

Here are the Mulliken charges for atoms 1 to 2, given in e: -1.14 -0.09

=====

(5)
Molecular formula: C49H67AsNO3P3PtSSeSi
Method: DFT, ωB97M-V/def2-TZVPD

Results
Total energy   -235550.0546 eV
<S²>   2.012
LUMO (spin up / spin down)   0.01001 / -0.02871 Ha
E_HOMO (spin up / spin down)   -5.73 / -7.49 eV
2S+1   3
Frontier orbital gap (spin up / spin down)   0.221 / 0.247 hartree
Energy above the lowest of the compared OMol25 structures with the same formula, charge and spin   16.9 kcal/mol

Structure (XYZ):
```
128
C49H67AsNO3P3PtSSeSi | OMol25 | ωB97M-V/def2-TZVPD
Pt 0.716 1.759 2.414
C -0.974 3.744 5.991
P -0.236 2.446 4.906
C -0.863 0.919 5.678
C 1.491 2.577 5.554
C 1.822 2.185 6.844
C 3.115 2.317 7.329
C 4.097 2.867 6.521
C 3.781 3.269 5.230
C 2.490 3.122 4.734
P 2.059 3.455 2.981
C 1.310 5.113 2.990
C 3.653 3.779 2.182
H -0.705 3.575 7.036
H -2.060 3.736 5.898
H -0.610 4.725 5.686
H -0.860 0.980 6.767
H -0.277 0.057 5.359
H -1.888 0.753 5.345
H 1.061 1.759 7.487
H 3.352 1.989 8.332
H 5.109 2.975 6.888
H 4.562 3.685 4.609
H 1.854 5.784 3.658
H 0.268 5.047 3.305
H 1.334 5.520 1.977
H 4.162 4.630 2.636
H 3.479 4.001 1.128
H 4.293 2.899 2.254
C -5.156 -3.616 -3.300
C -4.135 -2.495 -3.441
C -4.812 -1.218 -3.916
C -3.011 -2.892 -4.387
O -3.560 -2.162 -2.165
Si -3.056 -3.137 -0.949
S -1.451 -2.069 -0.067
O -2.602 -4.545 -1.631
C -1.830 -5.654 -1.141
C -0.377 -5.410 -1.520
C -2.378 -6.881 -1.860
C -1.985 -5.804 0.362
O -4.238 -3.461 0.123
C -5.113 -2.658 0.941
C -6.487 -2.751 0.293
C -4.669 -1.204 1.020
C -5.115 -3.293 2.321
H -5.629 -3.804 -4.266
H -5.935 -3.337 -2.592
H -4.688 -4.539 -2.964
H -5.209 -1.349 -4.924
H -4.098 -0.395 -3.926
H -5.633 -0.954 -3.250
H -3.394 -3.030 -5.400
H -2.547 -3.819 -4.060
H -2.249 -2.112 -4.412
H -0.283 -5.321 -2.603
H 0.242 -6.244 -1.187
H -0.004 -4.496 -1.056
H -2.322 -6.738 -2.940
H -3.419 -7.050 -1.587
H -1.802 -7.771 -1.599
H -1.518 -4.988 0.909
H -1.511 -6.734 0.688
H -3.039 -5.843 0.634
H -6.476 -2.276 -0.688
H -7.238 -2.248 0.904
H -6.780 -3.794 0.172
H -4.597 -0.755 0.028
H -3.705 -1.103 1.513
H -5.410 -0.644 1.594
H -5.457 -4.327 2.264
H -5.785 -2.745 2.987
H -4.115 -3.276 2.746
Se -1.232 -2.786 2.899
C -0.837 -1.038 2.701
N -0.530 0.058 2.484
C 2.389 1.790 -0.928
C 3.840 1.539 -0.572
As 5.173 2.417 -1.730
C 4.204 4.094 -1.964
C 3.215 4.316 -2.916
C 2.511 5.512 -2.929
C 2.783 6.496 -1.989
C 3.772 6.286 -1.040
C 4.483 5.093 -1.034
C 4.757 1.556 -3.431
C 4.168 0.298 -3.506
C 3.945 -0.308 -4.736
C 4.312 0.336 -5.907
C 4.915 1.584 -5.842
C 5.141 2.186 -4.613
P 1.188 0.963 0.185
C -0.348 1.075 -0.800
C -1.411 1.770 -0.242
C -2.560 2.020 -0.979
C -2.660 1.575 -2.284
C -1.605 0.876 -2.856
C -0.457 0.637 -2.121
C 1.779 -0.768 0.174
C 1.947 -1.507 -1.001
C 2.478 -2.782 -0.971
C 2.856 -3.347 0.240
C 2.707 -2.625 1.409
C 2.178 -1.341 1.375
H 2.190 1.468 -1.957
H 2.141 2.856 -0.901
H 4.069 0.471 -0.580
H 4.091 1.885 0.434
H 2.979 3.550 -3.645
H 1.741 5.670 -3.673
H 2.228 7.425 -2.001
H 4.001 7.054 -0.313
H 5.267 4.946 -0.299
H 3.880 -0.235 -2.610
H 3.485 -1.287 -4.774
H 4.134 -0.134 -6.865
H 5.213 2.091 -6.750
H 5.613 3.162 -4.583
H -1.348 2.099 0.794
H -3.381 2.554 -0.519
H -3.559 1.767 -2.855
H -1.676 0.509 -3.871
H 0.343 0.085 -2.587
H 1.645 -1.096 -1.950
H 2.585 -3.344 -1.890
H 3.259 -4.350 0.270
H 2.981 -3.058 2.361
H 2.056 -0.791 2.300
```

Here are the Mulliken charges for atoms 1 to 2, given in e: 1.99 -1.37

=====

(6)
Molecular formula: CO3S2
Method: DFT, ωB97M-V/def2-TZVPD

Results
Total energy   -28848.2459 eV
Charge   -2
LUMO   0.22665 Ha
E_HOMO   1.55 eV
Frontier orbital gap   0.170 hartree

Structure (XYZ):
```
6
CO3S2 | OMol25 | ωB97M-V/def2-TZVPD
C 0.750 -0.198 -0.780
O -0.806 1.453 1.401
O 0.724 0.304 -1.899
O -2.066 -0.497 0.526
S 2.108 -1.036 -0.250
S -0.710 -0.027 1.002
```

Here are the Mulliken charges for atoms 1 to 2, given in e: 0.12 -0.64

=====

(7)
Molecular formula: N5O15Tl
Method: DFT, ωB97M-V/def2-TZVPD

Results
Total energy   -42834.6129 eV
Charge   -2
LUMO   -0.04962 Ha
E_HOMO   -3.67 eV
Frontier orbital gap   0.085 hartree
Energy above the lowest of the compared OMol25 structures with the same formula, charge and spin   0.0 kcal/mol

Structure (XYZ):
```
21
N5O15Tl | OMol25 | ωB97M-V/def2-TZVPD
Tl -0.501 -0.474 0.681
N 1.688 0.966 3.640
O 1.762 1.708 4.690
O 2.632 0.211 3.452
O 0.771 1.171 2.828
N -3.570 -0.021 -1.911
O -4.166 1.004 -2.249
O -3.638 -1.039 -2.622
O -2.886 -0.035 -0.873
N 3.575 -0.548 0.024
O 4.131 -0.519 -1.112
O 4.345 -0.860 0.947
O 2.419 -0.222 0.259
N -1.378 3.266 -0.152
O -0.813 2.226 -0.517
O -2.125 3.232 0.860
O -1.335 4.372 -0.730
N -0.206 -3.600 -1.820
O -0.894 -4.500 -2.334
O 1.003 -3.505 -2.032
O -0.814 -2.833 -1.029
```

Here are the Mulliken charges for atoms 1 to 2, given in e: 1.06 0.96